1.
ORCA calculation (ωB97M-V/def2-TZVPD) on a molecular structure, CH3F2PS.

## Properties
- energy above the lowest of the compared OMol25 structures with the same formula, charge and spin (eV) = 4.208
- E (eV) = -26642.0578
- multiplicity = 1
- HOMO (eV) = -10.28

The geometry in XYZ format:
```
8
Properties=species:S:1:pos:R:3:mulliken_charge:R:1
H -0.75948 1.78414 -0.52739 0.15
H -1.90114 -0.30045 0.10593 0.02
F 1.59717 -0.47084 0.74147 -0.17
F 1.31543 -0.56942 -1.69765 -0.44
C 0.67000 -0.05321 -0.11585 0.50
H -0.65069 -0.83752 1.42287 0.05
P -0.81248 -1.20396 0.21913 0.00
S 0.54119 1.65127 -0.14850 -0.11
```

---

2.
ORCA calculation (ωB97M-V/def2-TZVPD) on 8 unconnected molecules or ions with the total composition C26H55NO14S4.

## Properties
- E (eV) = -101339.1522
- multiplicity = 1
- HOMO (eV) = -8.09

The geometry in XYZ format:
```
100
Properties=species:S:1:pos:R:3:mulliken_charge:R:1
H -2.00526 6.57185 -7.68589 0.31
H -7.99574 -1.66856 3.54184 0.43
C -6.79702 -0.89020 7.55182 1.63
C -5.30485 -0.34788 7.63278 -1.39
C 6.56334 -4.31279 4.29108 -0.84
O 4.58247 -1.18636 -1.91181 -0.61
H 7.09405 -5.76151 -9.58563 0.28
H 6.86955 -4.71278 -7.37027 0.37
C -8.58509 2.14716 -4.42303 -0.28
H -1.80083 10.41389 -0.30464 0.29
H -5.97890 -2.57321 8.87722 0.36
H -9.46203 2.49940 -3.87989 0.27
O 5.79399 -5.61882 6.44452 -0.61
O 9.29910 -5.74224 -8.12741 -0.59
H -6.13864 -3.70044 6.34274 0.29
H -6.33172 -1.84202 2.89956 0.40
H 6.63521 -7.45075 -9.75363 0.35
H 6.18766 -3.20041 7.77169 0.37
C -4.33355 -0.91881 6.61308 -0.83
H 16.07827 -1.89085 -2.55561 0.32
O -0.62354 8.60209 -0.33754 -0.29
H -4.25427 -1.55699 4.72550 0.46
H -8.46944 4.20711 -4.92014 0.29
H 6.65418 -3.24119 4.11354 0.29
H -8.72301 -0.10066 8.05362 0.43
S 8.22427 -6.74555 -7.84993 0.48
H -2.78040 5.49970 -8.56749 0.36
O 0.58394 6.30242 -9.53312 -0.62
H 1.50691 0.14394 0.40899 0.26
S 13.74927 -1.45583 -3.07173 0.45
O -5.62479 1.97493 -2.71623 -0.57
H 11.95116 -1.53881 -1.48738 0.31
C -5.06902 -1.07005 5.26137 -1.44
H 5.52330 -2.08647 6.42263 0.37
C 15.15154 -2.10641 -2.02381 -0.91
N -7.19847 -1.25952 6.14844 0.35
H -4.98926 -0.08129 4.80961 0.34
O -2.32314 7.22837 -0.27870 -0.32
H -6.59186 -3.98423 4.60826 0.42
C -7.86076 3.30457 -4.97522 -0.33
H -3.15554 8.94455 0.59690 0.23
H -5.20425 0.68461 7.29820 0.42
H -8.84714 -1.05625 5.58626 0.36
C 1.59061 -0.70794 -0.26584 -0.26
O 2.92136 -1.20436 -0.37101 -0.30
H 6.76520 -5.84197 -6.01641 0.32
C 7.47085 -6.78341 -9.54274 -0.89
O 13.93712 -2.37908 -4.32762 -0.62
C 0.12552 4.80320 -7.32127 -0.86
H 0.67763 -0.90703 -2.35762 0.25
H -7.33442 0.73158 8.86576 0.44
C -6.34277 -1.88418 5.10899 1.92
C -1.92555 6.16410 -8.69359 -0.96
H 7.56600 -4.63710 4.56966 0.32
C -0.97340 7.35747 -0.26508 0.68
C 6.07244 -2.98317 6.70979 -1.05
H -6.92029 -0.41016 3.58213 0.42
C 1.31850 -0.31089 -1.70800 -0.32
H 0.89713 0.69252 -1.76895 0.26
C -7.70726 0.27996 7.94645 -2.00
C -6.05776 -3.34839 5.31434 -1.66
H 0.70769 -1.22422 0.11101 0.32
H 11.79214 -2.52039 -2.96822 0.31
H -0.50167 3.94965 -7.06401 0.34
H -0.03179 5.70013 -6.72222 0.29
O -7.63433 1.39296 -3.69958 -0.30
H 1.19323 4.62967 -7.45542 0.32
H -5.02143 -3.51067 5.01805 0.34
H -7.48504 3.07490 -5.97231 0.26
H 15.25785 -1.56678 -1.08275 0.35
C -2.86903 8.61135 -0.40059 -0.31
C 12.45037 -2.25384 -2.14130 -0.82
C -1.68873 9.44268 -0.78660 -0.25
H -8.94337 1.71111 -5.35554 0.29
H -3.43865 -0.29930 6.55423 0.46
H -7.66983 0.99177 7.12181 0.44
H -7.53923 -2.71315 8.18028 0.38
H -7.23158 -1.80068 9.66542 0.37
H 8.28773 -7.03237 -10.22011 0.31
C -6.93788 -1.48938 3.73402 -1.99
O -0.21017 6.37579 -0.09986 -0.59
H -3.98855 -1.85011 7.06224 0.34
H -1.74914 9.70591 -1.84261 0.25
H -4.96630 -0.22451 8.66149 0.49
H 7.05032 -2.52706 6.55542 0.36
H 6.19969 -4.70590 3.34170 0.32
C 6.86849 -5.76849 -7.09901 -0.98
C -6.87337 -1.99172 8.65385 -1.70
H -2.29473 6.83820 -9.46650 0.34
H 5.86960 -6.03090 -7.44751 0.34
S -0.35998 5.22685 -9.00657 0.49
H -3.71828 8.69770 -1.07840 0.31
C 3.44353 -0.84782 -1.50248 0.70
O -6.78068 3.41226 -4.03633 -0.29
C -6.59989 2.28145 -3.42325 0.65
O 2.58683 -0.24911 -2.25059 -0.32
H 15.07249 -3.18065 -1.85692 0.30
O -8.42993 -1.72153 6.13847 -0.49
H 12.68023 -3.18200 -1.61805 0.29
S 5.42303 -4.40664 5.69886 0.48
```

---

| no. | largest force on an atom (Eh/bohr) |
| --- | --- |
| 1 | 0.087 |
| 2 | 0.131 |